1.
The following is a DFT calculation (ωB97M-V/def2-TZVPD) of a cluster of 7 separate species, C4H23NO7 in total in a non-equilibrium geometry.

Geometry as XYZ:
```
35
C4H23NO7 ωB97M-V/def2-TZVPD
C 2.449 0.095 -1.439
C 1.172 0.179 -0.600
C 1.368 -0.404 0.741
N 1.598 -1.849 0.855
C 0.232 -0.012 1.695
O 0.344 1.431 1.822
H 2.904 1.145 -1.384
H 2.187 -0.175 -2.459
H 3.031 -0.764 -1.185
H 0.413 -0.422 -1.048
H 0.702 1.104 -0.508
H 2.277 0.086 1.153
H 2.624 -2.060 0.482
H 0.922 -2.437 0.462
H 0.179 -0.573 2.583
H -0.729 -0.026 1.182
H 0.758 1.798 2.686
O -0.115 2.946 -0.771
H 0.380 2.479 -0.220
H 0.286 3.110 -1.625
O -2.794 2.580 -0.757
H -2.849 2.825 -1.737
H -1.843 2.660 -0.490
O -1.873 -1.870 -2.314
H -1.074 -1.470 -2.602
H -2.394 -1.150 -2.103
O -3.239 0.038 -1.121
H -4.204 0.135 -0.972
H -2.844 0.927 -1.090
O -0.877 -3.732 -0.486
H -1.612 -4.355 -0.251
H -1.244 -3.080 -1.061
O 1.578 0.487 4.194
H 1.560 -0.427 3.918
H 0.727 0.780 4.450
```

Results
Strongest force on any atom = 0.132 hartree/bohr
Frontier orbital gap = 0.3446 Eh
2S+1 = 1
HOMO = -9.09 eV
Net charge = 0
DFT total energy = -20342.2152 eV
Energy relative to the best compared isomer or geometry (same formula, charge and spin) = 243.6 kJ/mol

These are the Mulliken partial charges, in e, on atoms 1 to 8: number 1, C, carries -1.134; number 2, C, carries 1.114; number 3, C, carries 0.574; number 4, N, carries -0.589; number 5, C, carries -1.051; number 6, O, carries -0.549; number 7, H, carries 0.330; number 8, H, carries 0.332


2.
The following is a DFT calculation (ωB97M-V/def2-TZVPD) of a cluster of 9 separate species, C4H23O11 in total in a non-equilibrium geometry.

Geometry as XYZ:
```
38
C4H23O11 ωB97M-V/def2-TZVPD
O 0.312 1.159 -1.723
C -0.356 0.091 -1.695
O -1.593 -0.036 -1.494
C 0.447 -1.196 -2.082
C 1.500 -1.569 -1.043
C 1.512 -3.016 -0.619
O 2.793 -1.331 -1.600
H -0.428 -1.822 -2.370
H 0.870 -1.080 -3.077
H 1.392 -1.040 -0.092
H 2.040 -3.575 -1.408
H 0.558 -3.503 -0.464
H 2.207 -3.258 0.217
H 3.172 -0.543 -1.198
H 1.820 1.473 0.147
H 1.816 1.376 1.733
O 2.146 0.990 0.915
H -0.404 2.135 -0.295
H -0.505 3.300 -1.169
O -0.534 3.106 -0.225
H -0.274 -1.679 2.458
H -1.554 -2.470 2.019
O -1.043 -2.161 2.777
H 1.604 3.114 -1.866
H 1.850 3.718 -0.570
O 2.314 3.632 -1.416
H -0.534 1.927 2.928
H -0.159 0.717 3.740
O 0.219 1.502 3.344
H -2.306 2.418 -0.026
H -2.725 0.979 -0.544
O -2.813 1.622 0.180
H -2.626 -3.071 -1.401
H -2.005 -1.751 -0.850
O -2.071 -2.718 -0.699
H -2.331 1.369 1.917
H -2.055 0.127 2.710
O -2.256 1.062 2.841
```

Results
Strongest force on any atom = 0.050 hartree/bohr
Frontier orbital gap = 0.3362 Eh
2S+1 = 1
HOMO = -6.16 eV
Net charge = -1
DFT total energy = -27047.0724 eV
Energy relative to the best compared isomer or geometry (same formula, charge and spin) = 0.0 kJ/mol

These are the Mulliken partial charges, in e, on atoms 1 to 8: number 1, O, carries -0.716; number 2, C, carries 0.603; number 3, O, carries -0.900; number 4, C, carries -0.904; number 5, C, carries 1.017; number 6, C, carries -1.721; number 7, O, carries -0.638; number 8, H, carries 0.386


3.
The following is a DFT calculation (ωB97M-V/def2-TZVPD) of a cluster of 7 separate species, C4H24N2O6S2 in total in a non-equilibrium geometry.

Geometry as XYZ:
```
38
C4H24N2O6S2 ωB97M-V/def2-TZVPD
C 1.370 -0.868 -1.346
N 0.524 0.278 -1.686
C -0.633 0.502 -0.811
C -0.291 0.440 0.700
N -0.112 1.542 1.669
C -1.124 1.887 -1.197
S -2.523 2.654 -0.259
S -3.745 1.315 0.496
H 2.136 -0.589 -0.589
H 0.892 -1.811 -1.175
H 1.934 -1.117 -2.332
H 1.113 1.022 -2.002
H -1.283 -0.396 -1.019
H 0.625 -0.219 0.896
H -1.136 -0.120 1.073
H 0.636 1.292 2.283
H 0.165 2.399 1.213
H -1.449 1.626 -2.221
H -0.227 2.486 -1.227
H -4.354 0.293 -0.220
O 2.640 2.569 -0.452
H 3.056 1.728 -0.107
H 3.308 3.188 -0.733
O -2.196 -0.993 2.928
H -2.809 -0.167 3.012
H -1.687 -0.848 3.756
O -0.381 -1.469 -3.992
H -0.821 -0.778 -3.406
H 0.460 -1.314 -3.560
O -2.357 -2.465 -0.154
H -2.566 -3.280 0.326
H -1.691 -2.041 0.414
O 3.935 0.259 0.152
H 4.155 0.013 1.065
H 4.008 -0.440 -0.514
O 0.462 -2.265 3.201
H -0.431 -2.524 3.444
H 0.396 -1.788 2.376
```

Results
Strongest force on any atom = 0.063 hartree/bohr
Frontier orbital gap = 0.3056 Eh
2S+1 = 1
HOMO = -8.31 eV
Net charge = 0
DFT total energy = -41470.6199 eV

These are the Mulliken partial charges, in e, on atoms 1 to 8: number 1, C, carries -1.035; number 2, N, carries -0.110; number 3, C, carries 0.700; number 4, C, carries -0.043; number 5, N, carries -0.679; number 6, C, carries -1.277; number 7, S, carries -0.038; number 8, S, carries -0.252


4.
The following is a DFT calculation (ωB97M-V/def2-TZVPD) of a cluster of 7 separate species, C4H24N2O7 in total in a non-equilibrium geometry.

Geometry as XYZ:
```
37
C4H24N2O7 ωB97M-V/def2-TZVPD
N 1.903 -1.582 -1.734
C 1.830 -2.473 -0.628
C 0.356 -2.587 -0.057
N 0.241 -1.421 0.837
C -1.083 -1.400 1.526
C -0.938 -0.377 2.638
O -0.866 1.023 2.251
H 1.951 -0.597 -1.484
H 2.553 -1.628 -2.504
H 2.608 -2.501 0.161
H 1.920 -3.457 -1.113
H -0.304 -2.528 -0.951
H 0.363 -3.477 0.552
H 0.337 -0.628 0.207
H -1.834 -1.261 0.731
H -1.284 -2.366 2.003
H -1.853 -0.324 3.236
H 0.006 -0.549 3.170
H -0.033 1.337 1.878
H -0.980 1.369 -1.968
H -0.630 1.236 -0.563
O -0.165 1.265 -1.429
H 2.955 -1.593 3.463
H 1.917 -0.867 2.523
O 2.233 -0.952 3.446
H -2.832 1.162 0.763
H -3.559 2.292 -0.301
O -3.305 1.396 -0.040
H 2.010 2.532 -3.095
H 1.882 1.448 -2.070
O 2.166 1.585 -2.978
H 1.183 3.766 -1.048
H 0.037 2.892 -0.599
O 0.638 3.600 -0.270
H -2.523 0.124 -1.683
H -3.408 0.947 -2.772
O -2.819 0.196 -2.607
```

Results
Strongest force on any atom = 0.067 hartree/bohr
Frontier orbital gap (spin up / spin down) = 0.0936 / 0.3455 Eh
2S+1 = 2
HOMO (spin up / spin down) = 0.30 / -6.59 eV
Net charge = -1
DFT total energy = -21848.1147 eV
Energy relative to the best compared isomer or geometry (same formula, charge and spin) = 53.6 kJ/mol

These are the Mulliken partial charges, in e, on atoms 1 to 8: number 1, N, carries -0.504; number 2, C, carries -0.587; number 3, C, carries -0.744; number 4, N, carries 0.237; number 5, C, carries -0.590; number 6, C, carries -0.960; number 7, O, carries -0.550; number 8, H, carries 0.020


5.
The following is a DFT calculation (ωB97M-V/def2-TZVPD) of a cluster of 7 separate species, C4H24N2O7 in total in a non-equilibrium geometry.

Geometry as XYZ:
```
37
C4H24N2O7 ωB97M-V/def2-TZVPD
N -0.871 1.742 1.548
C 0.308 2.532 1.154
C 1.545 1.575 1.078
N 1.199 0.432 0.204
C 2.273 -0.137 -0.626
C 1.753 -0.943 -1.772
O 1.739 -2.352 -1.588
H -1.347 1.423 0.715
H -0.707 0.902 2.079
H 0.097 3.088 0.250
H 0.527 3.169 2.019
H 1.836 1.069 2.000
H 2.363 2.234 0.736
H 0.310 0.522 -0.273
H 2.868 -0.635 0.150
H 2.988 0.599 -1.019
H 0.754 -0.626 -2.040
H 2.357 -0.729 -2.686
H 1.867 -2.598 -0.672
O -3.539 -1.965 1.332
H -3.105 -2.788 1.119
H -2.870 -1.428 1.783
O -1.081 -0.189 -4.242
H -1.628 -0.326 -5.018
H -1.627 0.001 -3.470
O 0.891 0.097 4.331
H 0.222 0.132 3.648
H 0.495 -0.457 5.029
O -1.524 1.788 -1.474
H -1.655 0.911 -1.846
H -1.537 2.427 -2.210
O -1.685 -1.210 -1.774
H -0.968 -1.843 -1.780
H -2.520 -1.640 -1.546
O 0.028 -1.489 1.995
H -0.032 -2.380 1.647
H 0.274 -0.910 1.220
```

Results
Strongest force on any atom = 0.069 hartree/bohr
Frontier orbital gap = 0.3209 Eh
2S+1 = 1
HOMO = -8.71 eV
Net charge = 0
DFT total energy = -21849.0024 eV
Energy relative to the best compared isomer or geometry (same formula, charge and spin) = 249.2 kJ/mol

These are the Mulliken partial charges, in e, on atoms 1 to 8: number 1, N, carries -0.596; number 2, C, carries -0.610; number 3, C, carries -0.592; number 4, N, carries 0.112; number 5, C, carries -0.917; number 6, C, carries 0.194; number 7, O, carries -0.586; number 8, H, carries 0.281


6.
The following is a DFT calculation (ωB97M-V/def2-TZVPD) of a cluster of 9 separate species, C4H24NO10S in total in a non-equilibrium geometry.

Geometry as XYZ:
```
40
C4H24NO10S ωB97M-V/def2-TZVPD
C -2.449 -0.011 -0.787
N -1.019 0.603 -0.822
C -0.145 -0.436 -0.169
C 1.218 0.235 0.187
S 2.131 -0.466 1.637
C 0.002 -1.617 -1.230
O 0.558 -1.267 -2.302
O -0.397 -2.757 -0.983
H -2.837 0.037 0.282
H -2.498 -1.065 -1.215
H -3.144 0.568 -1.338
H -0.774 0.761 -1.751
H -0.629 -0.828 0.765
H 1.882 0.298 -0.723
H 1.195 1.359 0.498
H 2.351 -1.598 1.184
H -2.431 2.773 -1.919
H -3.516 1.773 -2.620
O -3.371 2.555 -1.990
H -2.333 -3.544 2.342
H -2.793 -2.134 1.880
O -3.019 -2.900 2.379
H -0.161 2.625 -0.923
H 0.923 3.213 -1.654
O -0.032 3.285 -1.574
H 3.633 -0.725 -2.498
H 2.078 -0.451 -2.522
O 2.993 -0.193 -2.667
H 0.665 2.279 2.888
H -0.109 2.867 1.874
O 0.738 2.941 2.194
H -0.293 -4.198 0.348
H -1.755 -4.229 -0.201
O -1.167 -4.527 0.470
H 2.892 2.425 0.078
H 2.626 3.397 1.202
O 2.982 3.359 0.331
H -0.055 -0.054 2.953
H -1.281 0.466 2.010
O -0.832 0.527 2.968
```

Results
Strongest force on any atom = 0.174 hartree/bohr
Frontier orbital gap = 0.3089 Eh
2S+1 = 1
HOMO = -5.86 eV
Net charge = -1
DFT total energy = -37338.8062 eV
Energy relative to the best compared isomer or geometry (same formula, charge and spin) = 244.6 kJ/mol

These are the Mulliken partial charges, in e, on atoms 1 to 8: number 1, C, carries -0.771; number 2, N, carries -0.530; number 3, C, carries 0.921; number 4, C, carries 0.111; number 5, S, carries -0.291; number 6, C, carries -0.011; number 7, O, carries -0.865; number 8, O, carries -0.633